41
Properties=species:S:1:pos:R:3:forces:R:3 method="wB97M-V/def2-TZVPD" e_above_lowest_kcal_mol=27.3 smiles="NC(N)=O.NC(N)=O.NC(N)=O.NC(N)=O.O.O.O" homo_ev=-9.3 lumo_ev=-0.30 charge=0 gap_ev=8.9928
O 20.686 -9.412 -9.340 -0.57 0.30 1.14
O 20.267 -13.892 -2.928 -0.81 0.29 -0.35
O 20.396 -4.355 -8.562 0.08 -1.27 0.14
O 17.949 -7.812 -1.671 -0.21 0.16 -0.32
O 18.575 -8.771 -4.102 -0.12 -0.14 -0.78
O 18.591 -11.695 -7.221 -0.34 -0.38 0.09
O 17.616 -6.251 -5.098 -0.76 -0.32 -0.34
N 22.125 -8.348 -7.954 -0.16 0.26 0.05
N 19.202 -11.925 -3.297 0.21 0.13 -0.58
N 18.610 -4.340 -7.219 -0.30 -1.64 0.40
N 16.161 -4.632 -4.471 -0.62 -1.38 -0.46
N 15.364 -6.656 -5.207 0.12 0.15 0.15
N 17.994 -13.838 -2.959 -0.79 -0.63 0.12
N 20.775 -9.952 -7.095 -0.98 -0.73 0.52
N 19.835 -6.279 -7.377 -0.27 0.95 -0.35
C 16.437 -5.884 -4.964 1.80 0.78 0.69
C 19.217 -13.267 -3.057 1.51 -0.11 0.59
C 19.670 -5.003 -7.806 0.49 2.64 -0.36
C 21.109 -9.246 -8.199 1.19 -0.31 -1.59
H 18.047 -7.897 -2.642 0.05 -0.21 0.77
H 18.088 -4.899 -6.561 -0.20 0.70 0.09
H 17.980 -14.714 -2.462 -0.05 0.02 -0.12
H 20.119 -11.517 -3.365 -0.17 0.27 0.21
H 22.345 -7.644 -8.637 0.26 -0.31 -0.13
H 20.592 -6.805 -7.781 -0.37 -0.36 0.26
H 16.870 -3.923 -4.510 -0.08 0.09 0.09
H 14.479 -6.187 -5.204 -0.38 -0.61 -0.27
H 18.422 -3.379 -7.407 0.13 0.07 -0.17
H 18.788 -12.623 -7.396 0.03 0.10 -0.03
H 21.390 -9.987 -6.307 0.08 0.23 0.13
H 15.175 -4.450 -4.447 0.14 1.03 0.20
H 18.324 -8.074 -4.734 0.12 0.14 0.15
H 22.637 -8.407 -7.097 0.12 0.40 0.12
H 19.039 -6.618 -6.867 0.43 -0.87 0.10
H 17.188 -13.249 -2.848 -0.07 -0.04 0.05
H 15.526 -7.563 -5.603 -0.32 0.02 -0.07
H 18.403 -11.359 -3.078 0.13 0.21 0.14
H 17.041 -7.526 -1.536 0.06 0.04 0.06
H 20.023 -10.643 -7.110 0.44 0.32 -0.35
H 18.614 -9.575 -4.631 0.12 0.03 0.06
H 17.774 -11.711 -6.712 0.04 0.00 -0.02